i:
The following is a quantum chemistry calculation of 2 unconnected molecules or ions with the total composition C8H14N, from the Open Molecules 2025 dataset.

Lowest unoccupied orbital energy   -4.34 eV
Kohn-Sham gap   8.48 eV
Molar mass   124.21 g/mol

ORCA input file:
```
! wB97M-V def2-TZVPD RIJCOSX def2/J DEFGRID3
* xyz 1 1
C -1.37 2.86 -0.62
C -1.29 1.43 -1.25
C -1.35 -0.82 -0.01
C -1.24 0.36 -0.53
C 3.29 -1.28 0.67
C 1.88 -1.52 1.14
C 2.18 -0.49 0.17
C -2.62 -1.53 0.24
N 1.71 0.51 -0.41
H -0.69 3.57 -1.13
H -2.41 3.33 -0.83
H -1.27 1.46 -2.34
H -0.44 -1.36 0.06
H 3.98 -0.69 1.29
H 3.88 -2.06 0.18
H 1.26 -2.43 0.98
H 1.59 -1.12 2.20
H -2.76 -1.25 1.33
H -3.55 -1.19 -0.33
H -2.54 -2.64 0.28
H 2.25 1.22 -1.02
H 0.68 0.70 -0.51
H -1.17 2.93 0.43
*
```

---

ii:
The following is a quantum chemistry calculation of a gas-phase ion, C8H14N (charge +1), from the Open Molecules 2025 dataset.

Lowest unoccupied orbital energy   -3.43 eV
Kohn-Sham gap   9.80 eV
Molar mass   124.21 g/mol

ORCA input file:
```
! wB97M-V def2-TZVPD RIJCOSX def2/J DEFGRID3
* xyz 1 1
C 2.33 -0.24 -2.33
C 1.27 -0.05 -1.24
C 0.23 -0.91 -1.01
N -0.55 -0.39 0.13
C -2.01 -0.13 -0.13
C -0.47 -1.44 1.19
C 0.18 0.79 0.60
C -0.25 1.69 1.70
C 1.19 1.05 -0.23
H 3.22 0.29 -2.11
H 1.89 0.07 -3.27
H 2.53 -1.23 -2.52
H -0.40 -1.71 -1.51
H -2.48 0.16 0.76
H -2.25 0.67 -0.84
H -2.57 -1.00 -0.36
H -0.80 -0.94 2.06
H -1.04 -2.26 0.90
H 0.58 -1.56 1.18
H -1.30 1.68 1.96
H 0.08 2.70 1.50
H 0.22 1.20 2.54
H 1.89 1.96 -0.08
*
```

---

Energies in hartree, measured from the most stable structure: i 0.0862; ii 0.0000.